{"formula": "C43H85BN2O22P", "method": "the ωB97M-V functional and the def2-TZVPD basis", "homo_energy_ev": -10.5, "total_charge": 1, "molar_mass_g_mol": 1023.9, "energy_ev": -103941.50711, "elements": ["C", "C", "C", "C", "N", "P", "C", "C", "C", "C", "O", "C", "C", "C", "N", "C", "C", "C", "C", "C", "C", "C", "O", "B", "O", "O", "C", "H", "H", "H", "H", "H", "H", "H", "H", "H", "H", "H", "H", "H", "H", "H", "H", "H", "H", "H", "H", "H", "H", "H", "H", "H", "H", "H", "H", "H", "H", "H", "H", "H", "H", "H", "H", "H", "C", "C", "O", "C", "O", "O", "C", "H", "H", "H", "H", "H", "H", "H", "H", "C", "C", "O", "C", "O", "O", "C", "H", "H", "H", "H", "H", "H", "H", "H", "C", "C", "O", "C", "O", "O", "C", "H", "H", "H", "H", "H", "H", "H", "H", "C", "C", "O", "C", "O", "O", "C", "H", "H", "H", "H", "H", "H", "H", "H", "C", "C", "O", "C", "O", "O", "C", "H", "H", "H", "H", "H", "H", "H", "H", "C", "C", "O", "C", "O", "O", "C", "H", "H", "H", "H", "H", "H", "H", "H"], "coordinates": [[1.179206, -4.059106, -0.692191], [0.234863, -2.908379, -1.405085], [-0.903453, -2.269770, -0.363390], [-1.783348, -1.194529, -1.293437], [-1.139129, 0.170915, -1.210942], [-1.006242, 0.968642, -2.809034], [-2.720003, 0.910755, -3.735148], [-2.926608, -0.442880, -4.633259], [-4.438426, -1.041789, -4.249741], [-4.506326, -2.683131, -4.259524], [-5.505062, -3.093245, -3.231173], [0.255395, 0.088798, -3.929229], [1.778781, 0.678938, -3.899916], [2.803649, -0.152786, -2.874287], [3.246910, -1.483139, -3.518635], [4.452951, -1.287567, -4.409932], [4.281537, -1.826342, -5.947719], [5.670906, -2.116452, -6.832961], [5.587831, -2.660251, -8.406448], [4.148419, -2.903042, -9.190214], [2.782055, -2.621913, -8.325102], [2.869060, -2.117596, -6.733156], [1.576235, -1.942044, -6.052115], [-0.669952, 2.824092, -2.478880], [0.167708, 3.172894, -1.276946], [-1.234625, 3.878401, -3.390441], [-0.381501, 3.890248, -4.622656], [1.927594, -4.448372, -1.532162], [1.867583, -3.500359, 0.096007], [0.538352, -4.919982, -0.220502], [0.938275, -2.015475, -1.682913], [-0.251317, -3.273877, -2.428324], [-0.372444, -1.691627, 0.513399], [-1.557650, -3.170064, 0.000828], [-1.808298, -1.662220, -2.365584], [-2.901207, -1.208654, -0.892726], [-0.210964, 0.105737, -0.733533], [-3.623625, 1.158747, -3.027516], [-2.658268, 1.817438, -4.509464], [-2.114075, -1.271911, -4.488083], [-2.963939, -0.204420, -5.800015], [-5.211909, -0.616454, -5.046466], [-4.759063, -0.697519, -3.163502], [-3.468939, -3.087575, -3.884519], [-4.783355, -3.156768, -5.294192], [-5.103986, -2.803424, -2.342148], [-0.150317, 0.068253, -5.026480], [0.314587, -1.041057, -3.549079], [1.877050, 1.829833, -3.719746], [2.233424, 0.482711, -4.986431], [3.760534, 0.526183, -2.652231], [2.285770, -0.308648, -1.827529], [3.551276, -2.073629, -2.707350], [5.336807, -1.917501, -3.914355], [4.816128, -0.164941, -4.429060], [6.759727, -1.974605, -6.381465], [6.561037, -2.888503, -9.031904], [4.045157, -3.249890, -10.303327], [1.728256, -2.784992, -8.859638], [1.365137, -2.726992, -5.443684], [0.780242, 2.357272, -1.208374], [0.762482, 3.681850, -4.377388], [-0.749575, 3.093186, -5.419393], [-0.434531, 4.966450, -5.131837], [-5.891430, 2.108290, 2.551489], [-5.795108, 3.610302, 2.762038], [-4.428321, 4.036805, 2.814843], [-3.787762, 4.106568, 1.621378], [-4.272209, 3.847705, 0.529142], [-2.505770, 4.485049, 1.850087], [-1.690894, 4.491338, 0.680395], [-5.311950, 1.574927, 3.311899], [-6.932404, 1.776794, 2.599845], [-5.484032, 1.815227, 1.579464], [-6.244283, 3.868289, 3.726343], [-6.344928, 4.163352, 1.991611], [-2.137518, 5.097820, -0.114100], [-1.526125, 3.465575, 0.337045], [-0.723194, 4.927862, 0.942980], [-7.618772, -0.010191, 8.760856], [-7.522450, 1.491820, 8.971404], [-6.155663, 1.918323, 9.024209], [-5.515104, 1.988087, 7.830744], [-5.999551, 1.729223, 6.738509], [-4.233112, 2.366567, 8.059453], [-3.418237, 2.372856, 6.889762], [-7.039292, -0.543555, 9.521265], [-8.659747, -0.341688, 8.809211], [-7.211375, -0.303254, 7.788830], [-7.971626, 1.749807, 9.935709], [-8.072270, 2.044871, 8.200977], [-3.864860, 2.979338, 6.095266], [-3.253467, 1.347093, 6.546411], [-2.450536, 2.809380, 7.152347], [-0.624585, -9.368076, 3.476020], [-0.121159, -8.004826, 3.920720], [-0.579982, -6.973066, 3.038817], [-1.876821, -6.605282, 3.188769], [-2.665816, -7.066880, 4.000613], [-2.157946, -5.656183, 2.261818], [-3.527237, -5.260106, 2.241679], [-0.356310, -9.555633, 2.431345], [-0.200396, -10.159604, 4.100043], [-1.714929, -9.430241, 3.539100], [0.972592, -7.993526, 3.878533], [-0.406482, -7.785750, 4.956250], [-3.866232, -4.944560, 3.233662], [-4.145623, -6.080421, 1.864970], [-3.625272, -4.411348, 1.559075], [2.175327, 3.138113, 6.117233], [2.177800, 1.784436, 5.426437], [2.692697, 0.765119, 6.291696], [1.846276, 0.332512, 7.259149], [0.704187, 0.727423, 7.444503], [2.495351, -0.594431, 8.006501], [1.747850, -1.052483, 9.130632], [3.172107, 3.375553, 6.502651], [1.864686, 3.925337, 5.424675], [1.494255, 3.147414, 6.973240], [2.840903, 1.825313, 4.556481], [1.180474, 1.515073, 5.059683], [0.760698, -1.419059, 8.831182], [1.654360, -0.248585, 9.866999], [2.296828, -1.879622, 9.589341], [8.916163, 4.345163, 6.526010], [8.334539, 4.457845, 5.126488], [7.989503, 3.168213, 4.606297], [6.848947, 2.622370, 5.096939], [6.105175, 3.132099, 5.922565], [6.689602, 1.398140, 4.535756], [5.578459, 0.669375, 5.051996], [9.758614, 3.646139, 6.537757], [9.258165, 5.320743, 6.882569], [8.176666, 3.961902, 7.235198], [9.090347, 4.877670, 4.455146], [7.469829, 5.131132, 5.100255], [4.653067, 1.250207, 4.982713], [5.774746, 0.377591, 6.088124], [5.459978, -0.238251, 4.453560], [0.113874, 0.639559, -7.689496], [1.282017, 0.393912, -8.630106], [1.143993, 1.158359, -9.834003], [1.434241, 2.479012, -9.728291], [1.801895, 3.055483, -8.714788], [1.217818, 3.058302, -10.935205], [1.383287, 4.474227, -10.931150], [-0.836882, 0.455084, -8.199915], [0.179421, -0.011119, -6.813038], [0.091797, 1.677296, -7.344087], [1.291829, -0.660359, -8.924411], [2.242957, 0.602704, -8.145622], [2.362669, 4.760626, -10.534534], [0.580568, 4.940287, -10.351790], [1.314316, 4.827183, -11.963920]], "atomic_forces_ev_per_a": [[0.4280, 1.0211, -0.8781], [0.3809, 0.4247, 0.7252], [0.3826, -0.2592, -1.9057], [-0.5398, -2.2672, 1.1690], [0.2206, 0.0018, -2.1787], [-1.3766, -2.5561, -0.0432], [0.2636, 0.6679, -1.2782], [-1.5459, -0.4386, -0.3089], [0.0690, -0.2930, -0.6589], [0.3851, 0.5160, 1.1178], [2.0194, 0.9453, 0.1924], [0.8046, -0.8640, -0.2620], [1.3135, -0.6850, -0.6751], [0.0444, 1.0475, -0.2153], [0.4144, 1.4532, 1.5400], [1.2045, -0.6415, -0.5016], [0.1215, -1.4262, -4.1337], [-3.3022, -0.9382, -2.4161], [-3.2228, 0.6858, 1.6057], [-0.4265, 1.7055, 5.0536], [3.7572, 0.2269, 1.1709], [2.4779, -0.8055, -1.4091], [1.8137, -1.4661, -0.2963], [1.1096, 4.7770, 0.9363], [-0.8437, -2.9648, -3.9943], [2.6618, -3.1109, 1.3783], [0.7659, 0.3619, -1.2443], [-1.7276, 0.5077, 1.8896], [-1.6353, -1.4012, -1.3790], [1.4292, 1.7101, -0.9028], [-1.1544, -1.6554, 0.3336], [0.8249, 0.5796, 2.3512], [-1.1790, -1.3254, -1.5704], [1.1218, 1.9972, -0.4347], [0.0920, 1.0956, 1.8341], [2.3550, 0.5586, -0.8396], [-1.0555, 0.1094, -0.5792], [1.9697, -0.6419, -1.1710], [0.0689, -1.7340, 1.9173], [-1.4798, 1.6388, -0.0786], [0.3683, -0.2756, 2.6575], [1.5741, -0.8131, 1.9463], [0.6760, -0.6715, -2.2854], [-1.7228, 0.6506, -1.0359], [0.4007, 0.9816, 2.1871], [-0.9815, -0.6988, -2.0531], [0.6455, 0.1725, 2.2348], [-0.2760, 2.4008, -0.8232], [-0.4210, -2.0986, -0.1718], [-1.1003, 0.4801, 2.3074], [-2.0696, -1.2543, -0.5305], [0.9451, -0.0361, -2.0769], [-0.3840, 0.6641, -1.1927], [-1.7318, 1.3906, -1.3674], [-0.8396, -2.1655, -0.0581], [-2.7254, -0.2868, -0.9333], [-2.1064, 0.6150, 1.6589], [0.4322, 0.7435, 2.4688], [2.5333, 0.3652, 1.5874], [1.0052, 1.5331, -1.3689], [-1.2637, 1.9178, 0.4287], [-2.4088, 0.4663, -0.4627], [0.6736, 1.5596, 1.7145], [-0.0598, -2.4305, 1.3806], [0.2430, -0.1788, -0.1568], [-0.7496, -0.3886, -0.0344], [0.8473, 0.3591, -1.0257], [-0.4325, -0.3284, -0.0610], [0.7539, 0.3897, 1.3801], [-1.0167, -0.1859, -0.0912], [0.2731, 0.0396, -0.2851], [-0.2088, 0.1334, 0.0673], [0.1218, 0.0810, 0.0629], [-0.1337, 0.1508, 0.0371], [0.3869, 0.0796, -0.0948], [0.2891, -0.0999, 0.0218], [-0.0149, -0.2076, 0.1122], [-0.1753, 0.2426, 0.0599], [-0.2894, -0.0998, 0.1979], [0.2202, -0.1657, -0.1811], [-0.6329, -0.3698, -0.0584], [0.7037, 0.3410, -0.9300], [-0.2255, -0.3141, -0.1912], [0.6626, 0.4536, 1.4188], [-1.1407, -0.2207, -0.0586], [0.4117, 0.0894, -0.4286], [-0.1755, 0.1257, 0.0270], [0.1068, 0.0767, 0.0439], [-0.1341, 0.1384, 0.0766], [0.3806, 0.1148, -0.0987], [0.2755, -0.1070, 0.0210], [-0.0233, -0.2201, 0.1293], [-0.1098, 0.1720, -0.0575], [-0.2956, -0.1040, 0.2283], [-0.3037, -0.0226, -0.1411], [0.1561, -0.7196, 0.4215], [-1.0040, 0.7489, -0.0327], [-0.2686, -0.7514, 0.5748], [1.2225, 0.8837, -1.2917], [0.3999, -0.5009, 0.5559], [-0.5359, 0.1569, 0.0110], [0.1351, 0.0184, 0.1658], [0.0003, 0.1280, -0.0746], [0.1677, 0.0494, 0.1265], [-0.2203, 0.2877, -0.1900], [-0.1355, 0.0433, -0.2751], [0.0676, -0.2199, -0.1705], [0.0328, 0.1113, 0.2155], [0.2923, -0.1761, 0.0646], [-0.0086, 0.0447, 0.3352], [-0.3462, 0.6688, -0.1532], [-0.5840, -0.6683, 0.6026], [-0.4853, 0.3602, 0.2846], [1.6576, -0.6657, -0.3760], [-0.4005, 0.7519, -0.8826], [-0.2815, -0.2873, 0.5432], [-0.0362, -0.0413, -0.2337], [0.0593, -0.1066, 0.0255], [-0.0125, -0.0683, -0.2171], [-0.0183, -0.2342, 0.2421], [0.1183, -0.0576, 0.2547], [0.1631, 0.2349, 0.0327], [-0.1415, -0.1105, -0.1670], [0.1036, 0.2311, -0.3019], [-0.1093, -0.2325, 0.2105], [0.2342, 0.6018, 0.4418], [-1.0524, -0.6116, 0.0654], [-0.0190, 0.2842, 0.5319], [0.9364, -0.7197, -1.2889], [0.2575, 1.0416, 0.2041], [-0.4467, -0.3025, 0.1697], [-0.0175, 0.1909, -0.1045], [-0.0190, -0.1008, -0.0978], [0.0190, 0.1533, -0.1453], [-0.1855, -0.3527, -0.0874], [0.0304, -0.2905, 0.0593], [0.4838, -0.1138, 0.1846], [-0.1994, 0.1699, -0.1211], [0.2700, 0.2419, -0.0216], [-0.2522, 0.3231, 0.0620], [-0.0366, -0.2327, 0.5064], [0.3123, 0.9971, -0.0937], [-0.0790, 0.2406, 0.2563], [-0.4745, -0.8194, -1.3126], [0.2394, -0.7586, 1.0531], [0.1068, 0.6527, -0.1256], [0.1221, -0.1187, 0.0283], [0.1132, -0.0927, -0.3455], [0.1389, -0.0461, -0.0516], [0.0000, 0.4658, -0.2148], [-0.1754, 0.0912, -0.1503], [-0.2577, -0.1079, 0.0561], [0.2217, -0.0429, 0.0262], [-0.0471, -0.3648, 0.1531]]}